(1)
The following is a DFT calculation (ωB97M-V with the def2-TZVPD basis set) of a structure of composition C38H39BrF2GeNO2PdTe.

The geometry in XYZ format:
```
86
Properties=species:S:1:pos:R:3:forces:R:3
C -0.657590 0.740729 -6.206506 0.002 -0.001 -0.007
C 2.041397 -2.999401 3.774935 -0.036 -0.009 0.032
H -3.121588 0.860132 -2.334796 -0.010 -0.001 0.006
C 0.419314 -2.931357 -1.860749 0.023 0.020 0.005
C 3.531522 1.353151 0.088187 0.011 0.012 -0.002
C 3.469679 -0.032141 0.223343 -0.011 -0.018 0.039
C 2.719250 -0.314881 3.917424 -0.003 0.003 -0.016
C -5.137572 1.305431 -1.729771 0.020 -0.011 0.030
H -1.093866 -1.536302 -4.640220 0.001 0.001 0.005
H 3.103605 -2.672978 -2.532799 0.002 0.002 -0.001
H -4.596517 -1.028187 5.104014 0.007 -0.006 0.010
H 2.276409 -1.780796 0.023174 -0.002 -0.009 -0.027
H 4.307523 -0.576277 0.642234 0.002 0.002 0.002
C 3.097316 -2.653221 -4.690188 0.001 0.003 -0.004
H -2.297141 1.252192 -4.907846 0.007 0.005 0.001
C 1.211869 -0.040833 -0.671674 -0.017 -0.037 -0.186
H -7.006634 1.657067 -0.723980 0.003 0.005 -0.010
C 3.360107 -1.247411 4.710231 0.007 -0.002 0.008
C 2.422758 -2.405756 -3.347183 0.001 -0.004 -0.007
H 2.223708 -1.336524 -3.228393 0.001 -0.002 0.005
C 2.453750 2.038573 -0.435909 -0.018 0.012 0.012
C 1.375902 -2.087345 2.959561 -0.087 0.025 0.095
C 1.312551 1.342448 -0.836072 -0.042 0.001 0.029
H 3.405027 4.861155 3.973265 -0.001 0.001 0.000
H -0.457992 -3.570168 -1.743770 0.005 -0.015 -0.052
H 3.338483 -3.711256 -4.818446 -0.001 -0.002 0.000
Pd -0.716938 0.291961 0.940505 -0.208 -0.078 0.623
O -0.211586 -1.828478 1.155138 -0.099 0.108 0.119
H 4.419084 1.890946 0.399197 0.000 -0.001 -0.001
O 0.102069 -3.841997 2.040838 -0.070 -0.011 0.047
C -1.480419 -0.609473 -4.203343 -0.026 -0.006 0.011
C -3.837642 0.883245 -1.518179 -0.009 0.031 -0.013
C -4.179067 0.489057 0.726726 -0.003 0.032 -0.096
C 2.123668 5.088952 2.263235 0.001 -0.005 0.005
F -2.060160 -0.914324 5.750279 -0.002 -0.002 0.008
H 1.242103 -0.012905 2.410023 -0.016 0.001 -0.011
C 3.034244 -2.592365 4.651934 0.002 0.008 -0.007
C 2.323490 -0.711624 -0.137944 -0.055 0.012 0.154
N -3.378198 0.488570 -0.338779 0.076 -0.079 0.056
H 0.462321 -2.957392 -4.027940 0.010 0.021 -0.002
C -5.981037 1.321340 -0.629617 -0.025 0.010 -0.014
C 0.309352 3.499117 2.056923 -0.005 -0.046 -0.009
H 0.082610 1.305361 -5.638744 0.001 -0.002 0.002
C 2.540779 4.484595 3.440249 0.004 0.002 0.001
C 1.836453 3.392150 3.930544 0.004 -0.008 -0.006
Ge -0.228289 -1.097344 -1.549048 0.083 -0.178 -0.534
C -0.475662 -0.038074 -3.207645 0.008 -0.027 0.006
C 0.312044 -2.632082 1.999632 0.274 -0.045 -0.266
C 1.729805 -0.745987 3.043544 0.014 0.001 -0.046
H 2.486178 3.115531 -0.535782 -0.003 0.009 -0.001
H 0.495146 1.900008 -1.272963 0.012 -0.005 -0.023
H -2.616469 -0.111931 -5.963218 -0.005 0.001 0.003
C -5.509116 0.915065 0.603185 -0.037 0.113 0.053
C -2.181137 0.091734 2.264586 0.102 0.047 -0.058
C 1.020289 4.596779 1.576955 -0.020 0.012 -0.010
Br 4.724523 -0.669821 5.907083 0.000 -0.001 -0.001
H -5.468371 1.616099 -2.711528 -0.001 0.002 -0.003
H 1.355295 -4.260706 -3.278872 -0.005 0.000 -0.011
H 2.663300 5.943185 1.870741 -0.001 -0.002 -0.001
H -6.165503 0.954648 1.456671 0.055 0.002 -0.016
H 0.496951 0.148320 -3.669855 -0.018 -0.038 -0.046
C -4.372381 -0.360855 3.080320 -0.100 -0.103 0.013
H -0.967664 1.356725 -7.052432 0.001 0.004 0.001
H -0.636766 -0.200966 3.755050 -0.010 -0.007 -0.008
H 0.712247 5.066134 0.649481 0.004 -0.002 0.000
C 1.125729 -3.191797 -3.188693 0.033 0.009 0.016
C -1.847005 0.350038 -5.336713 -0.012 -0.013 -0.002
H -0.834692 0.939216 -2.860304 0.018 0.019 -0.008
H 2.987888 0.731566 3.964029 0.006 0.007 -0.001
C -1.694030 -0.227103 3.530863 -0.002 -0.014 0.050
Te -1.379279 2.761749 1.005815 -0.051 0.172 -0.098
H 1.074648 -3.199039 -1.029387 -0.035 -0.004 0.034
H 0.181208 2.060923 3.645151 0.007 0.007 -0.005
H -0.160775 -0.148504 -6.603762 -0.002 -0.002 -0.003
C -3.914962 -0.699998 4.334115 -0.007 0.003 -0.003
C 0.729842 2.907246 3.247580 0.005 -0.022 0.006
H 2.439381 -2.363823 -5.513588 0.000 0.003 -0.001
H 4.023498 -2.084547 -4.788438 0.002 -0.001 0.001
H 2.146277 2.917402 4.854485 -0.003 0.000 0.001
H 1.753996 -4.039732 3.703365 0.004 0.003 -0.008
H 3.547951 -3.306337 5.281240 -0.002 0.002 0.003
H -1.645174 -1.206987 -0.980717 0.106 0.093 0.114
F -5.715716 -0.505955 2.909582 0.057 -0.015 0.018
C -2.555584 -0.609148 4.532595 -0.016 0.027 -0.042
C -3.573441 0.063930 2.018547 0.081 0.015 0.058
H -2.396574 -0.888339 -3.670785 0.012 -0.032 -0.015
```
Forces are in eV/Å.

Its HOMO energy is -4.4890 eV. The net charge is -1. The calculation puts the orbital gap at 6.8 eV.

Here are the Mulliken charges for atoms 1 to 6, given in e:
1. C -1.2493
2. C -0.7807
3. H 0.5164
4. C -0.9434
5. C -0.6394
6. C -0.9031

=====

(2)
The following is a DFT calculation (ωB97M-V with the def2-TZVPD basis set) of a structure of composition C38H39DyN2OP3 in a non-equilibrium geometry.

The geometry in XYZ format:
```
84
Properties=species:S:1:pos:R:3:forces:R:3
H -3.621148 -1.286658 -3.153908 -0.231 0.232 0.130
H -5.058707 1.550787 -0.907728 0.223 0.278 0.102
C 1.618104 -1.610536 3.208644 -0.113 0.240 0.308
H 2.295695 -2.504152 6.429302 -0.019 0.166 -0.232
H 4.303320 -0.104734 0.630395 0.144 0.207 0.075
C 2.067759 -0.285961 3.251805 0.383 0.203 0.445
H -2.236796 -4.928249 -0.332678 -0.247 0.145 -0.021
C -0.943829 3.483843 1.029319 0.429 0.532 0.652
C -0.318220 1.770414 3.190115 0.376 0.541 -0.288
C 0.372920 3.013947 1.185740 -0.048 0.451 0.604
P 1.851180 0.739394 1.777787 0.948 -0.805 0.068
C -3.766954 -0.240970 -2.845405 0.545 -0.001 -0.445
H 6.518464 1.019564 0.316868 -0.242 0.184 0.083
H 0.233690 0.768210 -1.057857 -0.213 0.652 -1.687
C 4.455994 0.930774 0.937027 0.071 0.323 0.116
H -3.956816 1.711371 0.488623 -0.084 -0.087 -0.177
H -4.811299 0.087895 -2.959348 0.188 -0.277 0.133
H 1.452983 1.583068 -2.540200 -0.153 -0.139 0.271
H -0.080738 1.079046 4.007694 -0.104 0.165 -0.434
C -1.460108 0.262360 -3.769091 0.434 -0.174 0.516
H -2.389043 3.993668 -4.216566 0.066 -0.330 0.064
H -0.087621 3.372279 -3.438304 -0.078 0.083 -0.014
C -4.760630 -1.148225 -0.370398 -0.014 -0.172 0.270
P -1.232750 -2.777199 -0.842760 0.594 -0.761 -0.498
C 2.686922 -2.314735 -3.140076 0.667 0.862 -0.327
C 2.239972 -1.885145 5.534221 -0.114 0.145 -0.418
H 3.208600 -0.231616 -2.806863 -0.091 -0.274 -0.009
H 1.301332 -3.424888 4.330140 0.157 0.263 0.023
O -2.495016 -1.758173 2.346202 1.410 2.311 -2.062
C -2.613341 -3.900312 -0.405235 -0.049 0.002 0.157
H -3.437957 2.285941 -1.121389 -0.091 -0.100 0.005
C 5.680552 1.572167 0.743400 -0.109 0.074 0.046
C -1.569240 2.404401 3.134553 0.065 0.306 -0.253
H -4.820814 -2.107633 -0.897627 0.006 0.234 0.183
C 4.758098 3.628977 1.644566 0.055 -0.216 -0.047
H 1.849830 -4.320343 -3.133036 -0.044 0.239 0.315
H -5.688303 -0.581652 -0.530720 0.207 -0.238 0.013
H 4.859910 4.685795 1.898544 0.034 -0.345 -0.068
N 1.183661 -0.059052 0.585193 -0.270 0.730 1.494
C 1.635328 -3.251127 -3.155534 -0.796 0.281 0.457
C -0.516591 1.274191 -3.401228 0.150 -0.338 0.524
H 1.146702 3.311950 0.466534 -0.343 -0.370 0.191
C 0.080728 -1.420281 -3.469436 -0.250 0.548 0.131
C 1.680258 -2.402521 4.356394 0.241 0.163 0.189
Dy -0.742262 0.878618 0.623250 -0.846 -2.947 -2.518
C 2.414391 -0.957897 -2.986787 0.583 -0.837 0.379
H 3.195897 -0.176881 6.468631 -0.176 -0.207 -0.348
H -3.393845 -3.840880 -1.172450 0.110 -0.094 0.197
P -3.340087 -0.167327 -0.980134 -0.409 0.863 -0.819
H -1.200173 4.113363 0.177201 0.053 -0.084 0.241
H -0.127930 -3.475078 1.206661 0.082 -0.099 -0.169
C 1.094267 -0.493347 -3.061590 -0.539 0.375 0.590
C -2.145041 2.959086 -3.964623 0.486 0.576 -0.349
C -3.160844 1.989379 -3.929161 0.085 -0.621 0.618
C 3.541089 2.981936 1.874822 0.295 -0.155 -0.092
H -1.729290 -3.448951 -3.140917 0.172 -0.210 0.146
C 2.668916 0.228425 4.416119 -0.306 -0.600 -0.035
H 3.725074 -2.659151 -3.199185 -0.434 0.137 0.075
C 0.665269 0.838514 -2.675728 0.156 -0.382 -2.209
C -1.996167 -0.959978 1.677442 -1.706 -2.870 2.473
C 2.740600 -0.576942 5.556928 0.058 0.126 -0.036
C 0.321736 -2.801517 -3.114059 0.496 -0.056 -0.868
H 1.052941 -3.089031 -0.073943 -0.176 -0.133 0.051
C -2.842066 0.669344 -3.616328 0.166 0.216 -0.746
C 5.833617 2.920353 1.093341 -0.306 -0.054 0.096
C 0.671989 2.068823 2.218237 -0.271 0.803 0.635
H 2.710720 3.534923 2.317101 0.316 -0.145 -0.057
H 1.215469 -1.991282 2.273426 0.023 0.040 0.159
H -3.026778 -3.590271 0.560687 -0.093 -0.244 -0.140
H 6.789904 3.424574 0.936300 -0.325 -0.197 0.026
H 3.077748 1.237834 4.419881 -0.091 -0.154 0.057
H -4.201750 2.287442 -4.057852 0.163 -0.025 0.329
H -4.637814 -1.339713 0.701732 -0.213 -0.072 -0.176
C -4.006586 1.511568 -0.592279 -0.247 0.068 -0.081
C -1.906074 3.197029 2.025869 0.098 0.103 0.195
C -0.827623 -3.568282 -2.524581 -0.058 0.511 -0.414
C 3.394261 1.629092 1.530442 0.205 0.197 -0.373
H -2.263591 2.292522 3.966448 0.006 -0.120 -0.337
H -0.572084 -4.624497 -2.366880 -0.186 0.185 -0.048
C -0.851643 2.618620 -3.594850 -0.644 0.207 0.191
N -1.110775 -1.032165 -3.982690 -0.766 -0.045 2.663
H 0.152325 -4.651589 -0.120523 0.086 0.237 0.166
H -2.896449 3.661929 1.975082 0.374 -0.298 -0.096
C 0.096600 -3.584469 0.137297 0.086 0.072 0.038
```
Forces are in eV/Å.

Its HOMO energy (spin up / spin down) is -8.6109 / -8.6364 eV. The net charge is +1. The calculation puts the orbital gap (spin up / spin down) at 4.6 / 4.6 eV. The spin multiplicity is 6. As for the expectation value of S²: 9.35.

Here are the Mulliken charges for atoms 1 to 6, given in e:
1. H 0.4190
2. H 0.5750
3. C -0.3352
4. H 0.4031
5. H 0.4118
6. C 0.0608

=====

no.,energy (eV)
1,-188393.192
2,-97006.921